Entry from the Open Molecules 2025 dataset: an isolated ion of composition C19H31O3Si and charge +1 in a non-equilibrium geometry (ωB97M-V with the def2-TZVPD basis set).

Structure (XYZ):
```
54
Properties=species:S:1:pos:R:3:lowdin_charge:R:1
C 2.830 6.638 -0.877 -0.054
O 1.817 6.110 0.025 -0.086
C 1.688 4.742 0.155 -0.216
C 0.662 4.202 1.028 0.021
C 0.524 2.814 1.116 -0.052
C 1.353 1.902 0.419 -0.144
C 0.859 0.380 0.340 -0.229
O 1.936 -0.435 -0.018 -0.195
C 2.824 -0.995 0.996 -0.026
C 2.315 2.435 -0.467 -0.019
C 2.553 3.827 -0.549 0.004
H 2.631 7.704 -0.897 0.092
H 3.847 6.477 -0.496 0.098
H 2.739 6.236 -1.898 0.097
H 0.064 4.857 1.680 0.126
H -0.172 2.398 1.843 0.116
H 0.551 0.067 1.334 0.141
H 3.896 -0.930 0.679 0.106
H 2.726 -0.422 1.938 0.101
H 2.574 -2.069 1.200 0.073
H 3.008 1.771 -0.991 0.121
H 3.433 4.235 -1.098 0.114
C -2.035 -2.109 3.766 -0.147
Si -1.426 -2.808 2.161 0.467
C 0.362 -3.323 2.232 -0.149
C -2.516 -4.189 1.531 -0.160
O -1.455 -1.474 1.083 -0.093
C -1.150 -1.386 -0.251 -0.139
C -0.191 -0.420 -0.641 -0.102
C 0.204 -0.643 -2.125 -0.119
C -0.850 -0.196 -3.177 -0.184
C -2.030 -1.133 -3.456 -0.217
C -2.873 -1.389 -2.199 -0.156
C -2.064 -2.197 -1.106 -0.086
H -1.876 -2.840 4.571 0.050
H -1.499 -1.183 4.015 0.043
H -3.108 -1.878 3.708 0.047
H 0.413 -4.270 2.788 0.051
H 0.782 -3.481 1.229 0.041
H 0.979 -2.577 2.750 0.037
H -2.442 -5.071 2.185 0.052
H -3.569 -3.870 1.515 0.049
H -2.240 -4.507 0.515 0.034
H -0.377 0.746 -0.374 0.236
H 1.032 -0.006 -2.283 0.095
H 0.561 -1.684 -2.380 0.152
H -1.314 0.782 -2.867 0.131
H -0.306 -0.024 -4.126 0.120
H -2.659 -0.686 -4.238 0.119
H -1.671 -2.099 -3.850 0.119
H -3.267 -0.414 -1.814 0.135
H -3.743 -1.996 -2.478 0.117
H -1.467 -2.926 -1.679 0.144
H -2.866 -2.695 -0.465 0.124
```

Summary:
- Electronic energy: -1257.4608 a.u.
- HOMO-LUMO gap: 7.30 eV
- Net charge: +1
- Maximum force: 4.78 eV/Å

=====

Entry from the Open Molecules 2025 dataset: C3H7OSn as an isolated structure in a non-equilibrium geometry (ωB97M-V with the def2-TZVPD basis set).

Structure (XYZ):
```
12
Properties=species:S:1:pos:R:3:lowdin_spin:R:1
Sn 1.147 3.371 -0.151 -0.108
C -0.819 -0.464 1.034 0.058
C 0.486 -0.598 0.249 0.075
C 0.233 0.018 -1.180 0.038
O 1.565 0.133 0.813 0.922
H -0.731 -0.851 2.050 0.000
H -1.624 -1.084 0.641 0.006
H -1.243 0.538 1.093 0.000
H 0.636 -1.665 0.082 0.010
H 1.042 -0.114 -1.898 -0.001
H -0.031 1.068 -1.052 -0.002
H -0.660 -0.353 -1.681 0.003
```

Summary:
- Electronic energy: -407.1453 a.u.
- HOMO-LUMO gap (spin up / spin down): 6.39 / 5.54 eV
- Spin multiplicity: 2
- Net charge: +2
- Maximum force: 2.26 eV/Å

=====

Entry from the Open Molecules 2025 dataset: C27H51CdN10S as an isolated structure in a non-equilibrium geometry (ωB97M-V with the def2-TZVPD basis set).

Structure (XYZ):
```
90
Properties=species:S:1:pos:R:3:lowdin_charge:R:1
Cd -1.180 -0.630 -0.796 1.362
N -2.984 -2.619 -1.538 -0.027
C -3.810 -2.903 -0.372 -0.264
C -3.836 -1.702 0.574 -0.258
N -2.501 -1.277 1.023 -0.071
H -3.410 -1.829 -2.023 0.058
H -2.952 -3.347 -2.198 0.061
H -3.420 -3.735 0.185 0.104
H -4.807 -3.190 -0.717 0.118
H -4.390 -1.967 1.446 0.103
H -4.354 -0.870 0.043 0.121
H -2.012 -2.011 1.562 -0.031
H -2.674 -0.452 1.611 0.056
N 0.485 -2.318 -0.295 -0.032
C 1.699 -1.642 -0.842 -0.244
C 1.892 -0.332 -0.104 -0.234
N 0.766 0.590 -0.435 -0.029
H 0.608 -2.516 0.659 -0.023
H 0.234 -3.137 -0.826 0.077
H 1.577 -1.479 -1.900 0.086
H 2.623 -2.223 -0.770 0.116
H 2.791 0.143 -0.405 0.098
H 1.959 -0.436 0.950 0.096
H 1.021 1.028 -1.344 0.042
H 0.688 1.291 0.309 0.055
C -2.840 2.492 0.178 -0.152
N -2.462 1.478 -0.845 -0.045
C -2.938 1.625 -2.024 -0.120
C -2.626 0.695 -3.095 -0.401
C -3.168 0.620 -4.373 -0.046
C -2.567 -0.528 -4.953 -0.088
C -1.746 -1.075 -3.952 -0.246
N -1.760 -0.317 -2.877 -0.135
C -1.600 2.745 1.018 -0.246
C -0.608 3.630 0.659 -0.055
C 0.604 3.760 1.389 -0.089
C 0.760 3.115 2.606 -0.084
C -0.303 2.307 3.055 -0.081
C -1.436 2.092 2.251 -0.042
H -3.535 2.060 0.851 0.093
H -3.226 3.393 -0.316 0.123
H -3.503 2.549 -2.229 0.132
H -3.881 1.239 -4.902 0.102
H -2.703 -0.889 -5.958 0.086
H -1.087 -1.948 -4.079 0.106
H -0.660 4.163 -0.282 0.109
H 1.384 4.381 0.915 0.113
H 1.762 3.217 3.101 0.123
H -0.198 1.763 3.987 0.057
H -2.276 1.485 2.623 0.110
C 0.671 -4.842 4.478 -0.082
N 1.359 -3.593 4.821 -0.224
C 2.716 -3.717 5.355 -0.058
C 0.822 -2.399 4.506 -0.733
S -0.284 -2.284 3.189 0.659
N 1.211 -1.349 5.258 -0.205
C 0.854 -0.028 4.837 -0.129
C 1.595 -1.475 6.650 -0.048
H 1.127 -5.559 5.161 0.087
H 0.851 -5.114 3.437 0.078
H -0.440 -4.724 4.670 0.096
H 3.229 -4.529 4.800 0.106
H 2.862 -3.857 6.419 0.085
H 3.227 -2.788 5.054 0.099
H 0.665 0.016 3.730 0.037
H 1.724 0.637 5.167 0.131
H -0.032 0.273 5.341 0.081
H 1.205 -2.403 7.046 0.096
H 1.284 -0.613 7.203 0.088
H 2.678 -1.534 6.868 0.096
C 2.922 2.684 -2.854 -0.148
C 2.914 3.428 -4.214 -0.138
N 2.103 2.669 -5.225 -0.121
C 0.675 2.696 -4.823 -0.138
C 0.600 2.289 -3.337 -0.175
N 1.851 1.713 -2.890 -0.210
C 2.173 0.650 -3.814 -0.188
C 2.543 1.239 -5.158 -0.141
H 2.740 3.331 -2.012 0.107
H 3.865 2.192 -2.662 0.116
H 3.911 3.641 -4.682 0.127
H 2.510 4.423 -4.097 0.106
H 0.087 2.034 -5.396 0.099
H 0.259 3.700 -4.979 0.121
H -0.239 1.589 -3.186 0.087
H 0.357 3.130 -2.663 0.121
H 1.336 -0.031 -3.915 0.107
H 2.996 0.070 -3.413 0.114
H 2.039 0.688 -5.903 0.103
H 3.630 1.258 -5.311 0.125
```

Summary:
- Electronic energy: -2172.6947 a.u.
- Relative energy (zero: lowest compared OMol25 entry of this formula, charge and spin): 0.0 kcal per mole
- HOMO-LUMO gap: 8.16 eV
- Net charge: +1
- Maximum force: 2.44 eV/Å

=====

Entry from the Open Molecules 2025 dataset: one molecule with the formula C15H25NO2 (ωB97M-V with the def2-TZVPD basis set).

Structure (XYZ):
```
43
Properties=species:S:1:pos:R:3:lowdin_charge:R:1
C 3.448 1.403 -2.109 -0.073
O 3.803 0.059 -1.882 -0.070
C 3.498 -0.570 -0.709 -0.201
C 3.657 -1.954 -0.758 -0.009
C 3.408 -2.753 0.339 -0.095
C 2.993 -2.170 1.521 -0.093
C 2.838 -0.799 1.591 -0.029
C 3.078 0.024 0.495 -0.208
O 2.998 1.398 0.558 -0.075
C 2.052 2.030 1.395 -0.189
C 0.652 2.098 0.774 -0.166
C -0.049 0.744 0.705 -0.190
C -1.455 0.865 0.119 -0.240
N -2.117 -0.421 0.205 -0.028
C -3.494 -0.528 -0.270 -0.644
C -3.902 -1.991 -0.061 -0.053
C -4.398 0.368 0.581 -0.052
C -3.656 -0.168 -1.757 -0.050
H 2.372 1.560 -1.990 0.089
H 3.987 2.086 -1.449 0.093
H 3.726 1.598 -3.145 0.093
H 3.982 -2.378 -1.695 0.118
H 3.537 -3.822 0.268 0.100
H 2.795 -2.773 2.393 0.101
H 2.530 -0.360 2.527 0.108
H 2.442 3.045 1.516 0.128
H 2.001 1.564 2.384 0.111
H 0.737 2.520 -0.230 0.113
H 0.054 2.786 1.377 0.118
H 0.534 0.053 0.092 0.110
H -0.127 0.313 1.705 0.122
H -2.027 1.585 0.709 0.114
H -1.380 1.253 -0.912 0.119
H -1.549 -1.118 -0.268 0.116
H -3.757 -2.266 0.980 0.082
H -4.946 -2.139 -0.323 0.079
H -3.295 -2.650 -0.678 0.078
H -4.188 0.204 1.635 0.086
H -5.441 0.132 0.389 0.081
H -4.241 1.419 0.351 0.072
H -3.438 0.883 -1.929 0.070
H -2.984 -0.768 -2.369 0.082
H -4.677 -0.360 -2.078 0.080
```

Summary:
- Structure (SMILES): COc1ccccc1OCCCCNC(C)(C)C
- Electronic energy: -791.7637 a.u.
- Relative energy (zero: lowest compared OMol25 entry of this formula, charge and spin): 41.2 kcal per mole
- HOMO-LUMO gap: 8.88 eV
- Maximum force: 0.63 eV/Å

=====

Entry from the Open Molecules 2025 dataset: a 2-piece molecular cluster, C2H9OPSi overall in a non-equilibrium geometry (ωB97M-V with the def2-TZVPD basis set).

Structure (XYZ):
```
14
Properties=species:S:1:pos:R:3:lowdin_charge:R:1
C 0.417 -1.358 -0.844 -0.215
Si -0.879 -0.043 -0.244 0.359
C -2.121 -1.186 0.550 -0.281
P -1.064 2.064 -0.288 0.412
H 1.166 -0.876 -1.538 0.050
H 0.851 -1.613 0.018 -0.036
H 0.009 -2.174 -1.292 -0.017
H -1.840 -1.954 1.284 0.039
H -2.698 -0.465 1.214 0.038
H -2.664 -1.744 -0.118 -0.015
H 0.327 2.171 -0.630 -0.272
O 3.024 2.190 0.391 -0.076
H 3.434 2.753 1.021 0.008
H 2.039 2.235 0.477 0.005
```

Summary:
- Structure (SMILES): C[Si](C)=P.O
- Electronic energy: -787.6182 a.u.
- Relative energy (zero: lowest compared OMol25 entry of this formula, charge and spin): 60.3 kcal per mole
- HOMO-LUMO gap: 8.54 eV
- Maximum force: 6.08 eV/Å

=====

Entry from the Open Molecules 2025 dataset: one molecule with the formula C7H10O in a non-equilibrium geometry (ωB97M-V with the def2-TZVPD basis set).

Structure (XYZ):
```
18
Properties=species:S:1:pos:R:3:lowdin_charge:R:1
C 3.013 -0.409 -0.418 0.023
C 1.754 -0.172 -0.170 -0.303
O 1.300 0.766 0.623 -0.069
C -0.142 0.835 0.875 -0.227
C -0.697 -0.615 1.244 -0.046
C -1.446 -1.101 0.278 -0.147
C -1.866 -0.110 -0.719 -0.173
C -0.986 1.186 -0.373 -0.098
H 3.576 0.086 0.372 0.069
H 3.439 -1.010 -1.151 0.028
H 0.771 -0.790 -0.454 0.149
H -0.257 1.404 1.820 0.146
H -0.341 -1.249 2.058 0.114
H -1.632 -2.185 0.054 0.129
H -2.915 0.252 -0.865 0.122
H -1.624 -0.423 -1.717 0.093
H -0.413 1.466 -1.234 0.104
H -1.534 2.071 -0.223 0.086
```

Summary:
- Structure (SMILES): C=CO[C@@H]1C=CCC1
- Electronic energy: -347.8530 a.u.
- Relative energy (zero: lowest compared OMol25 entry of this formula, charge and spin): 69.1 kcal per mole
- HOMO-LUMO gap: 9.46 eV
- Maximum force: 5.81 eV/Å